# 1
{
  "formula": "C32H26N5O3PdS3",
  "method": "the ωB97M-V functional and the def2-TZVPD basis",
  "elements": ["Pd", "C", "C", "C", "C", "C", "C", "C", "N", "C", "N", "C", "C", "C", "C", "C", "C", "C", "N", "C", "C", "C", "C", "C", "C", "C", "H", "H", "H", "H", "H", "H", "H", "H", "H", "H", "H", "H", "H", "H", "H", "H", "H", "H", "H", "H", "H", "H", "N", "C", "C", "C", "C", "C", "C", "C", "C", "C", "H", "H", "H", "H", "S", "C", "N", "O", "S", "O", "O", "S"],
  "positions_angstrom": [[0.060, 1.963, -0.284], [-2.905, -4.777, 0.338], [-3.550, -3.604, 1.020], [-4.715, -3.748, 1.763], [-5.310, -2.667, 2.396], [-4.745, -1.407, 2.269], [-3.592, -1.233, 1.520], [-2.983, -2.329, 0.912], [-1.792, -2.193, 0.156], [-1.022, -1.020, 0.235], [-0.619, -0.780, 1.518], [-0.135, 0.356, 2.203], [0.232, 1.572, 1.621], [0.610, 2.624, 2.456], [0.644, 2.481, 3.832], [0.309, 1.263, 4.397], [-0.085, 0.198, 3.607], [-0.469, -1.107, 4.260], [-0.671, -0.329, -0.777], [-1.186, -0.652, -2.049], [-2.551, -0.578, -2.326], [-3.017, -0.813, -3.610], [-2.119, -1.113, -4.625], [-0.762, -1.184, -4.344], [-0.273, -0.967, -3.061], [1.193, -1.049, -2.739], [-3.391, -5.708, 0.630], [-1.845, -4.840, 0.589], [-2.972, -4.696, -0.750], [-5.157, -4.734, 1.851], [-6.213, -2.807, 2.976], [-5.208, -0.549, 2.738], [-3.172, -0.241, 1.399], [-1.861, -2.545, -0.789], [-0.866, -1.541, 2.125], [0.892, 3.567, 2.008], [0.939, 3.312, 4.462], [0.343, 1.132, 5.473], [-0.340, -1.037, 5.339], [0.152, -1.937, 3.908], [-1.517, -1.369, 4.074], [-3.231, -0.290, -1.533], [-4.077, -0.737, -3.819], [-2.472, -1.276, -5.636], [-0.058, -1.399, -5.139], [1.777, -1.217, -3.642], [1.386, -1.861, -2.033], [1.544, -0.133, -2.260], [10.009, 1.865, -0.718], [8.860, 1.895, -0.649], [7.428, 1.931, -0.563], [6.654, 1.852, -1.721], [5.277, 1.887, -1.635], [4.635, 2.001, -0.392], [5.427, 2.079, 0.762], [6.805, 2.044, 0.680], [3.215, 2.029, -0.307], [2.000, 2.016, -0.245], [7.141, 1.764, -2.683], [4.669, 1.823, -2.528], [4.938, 2.165, 1.722], [7.410, 2.104, 1.575], [0.093, 3.392, -2.542], [0.826, 2.307, -3.632], [1.371, 1.661, -4.416], [-1.561, 4.645, -0.650], [-2.462, 3.536, -0.859], [-2.190, 2.379, 0.000], [-3.853, 3.839, -1.040], [-1.889, 2.785, -2.819]],
  "forces_ev_per_a": [[0.537, 0.580, 0.027], [-0.008, 0.007, 0.006], [0.007, 0.002, 0.004], [-0.001, -0.010, -0.002], [0.001, 0.008, 0.003], [-0.006, -0.009, -0.001], [-0.018, -0.001, -0.001], [-0.014, 0.007, -0.048], [-0.016, -0.042, 0.112], [0.105, 0.096, 0.017], [0.061, -0.108, -0.151], [-0.056, 0.187, 0.269], [-0.192, -0.200, 0.170], [0.051, -0.108, 0.101], [0.037, 0.121, -0.071], [-0.024, -0.103, 0.063], [-0.019, 0.006, -0.069], [0.012, 0.014, -0.013], [-0.190, -0.234, -0.075], [-0.020, 0.054, 0.056], [-0.007, 0.003, -0.013], [0.000, -0.001, -0.010], [-0.037, 0.004, 0.012], [0.051, -0.013, 0.005], [0.012, 0.043, -0.027], [-0.018, -0.053, 0.003], [0.000, -0.001, -0.002], [0.000, 0.001, -0.004], [0.004, -0.004, 0.000], [0.003, 0.000, -0.002], [0.000, 0.000, 0.000], [0.004, 0.004, -0.002], [0.004, -0.009, -0.004], [0.000, 0.031, -0.005], [0.002, 0.005, 0.018], [0.002, 0.006, -0.017], [0.001, 0.007, -0.019], [-0.002, -0.004, -0.006], [0.000, 0.002, 0.001], [-0.011, -0.015, 0.015], [0.005, -0.007, 0.002], [0.002, 0.007, -0.003], [0.000, -0.001, -0.001], [-0.001, -0.001, 0.000], [0.000, -0.001, 0.006], [0.004, 0.008, 0.003], [0.017, -0.007, -0.012], [-0.015, -0.016, 0.013], [-0.003, 0.000, 0.003], [0.007, -0.001, -0.005], [-0.011, 0.000, -0.005], [0.018, 0.000, 0.008], [-0.017, 0.004, 0.024], [0.014, 0.015, -0.023], [0.007, -0.002, -0.001], [0.003, 0.002, 0.003], [-0.027, -0.042, -0.017], [0.037, -0.044, -0.093], [-0.005, 0.000, -0.002], [0.003, 0.000, -0.007], [0.000, 0.000, -0.002], [-0.005, 0.000, 0.003], [0.018, -0.494, 0.197], [0.003, 0.130, -0.048], [0.019, -0.015, 0.007], [-0.125, -0.032, -0.094], [-0.092, 0.105, -0.038], [0.154, -0.145, -0.018], [-0.027, -0.145, 0.020], [-0.240, 0.409, -0.259]],
  "total_energy_ev": -83185.6884,
  "homo_ev": -5.08,
  "gap_ev": 7.4,
  "total_charge": -1,
  "e_above_lowest_ev": 1.711,
  "lumo_ev": 2.27
}

---

# 2
{
  "formula": "C32H27BrN6O4SSr",
  "method": "the ωB97M-V functional and the def2-TZVPD basis",
  "elements": ["Sr", "C", "C", "C", "C", "C", "C", "C", "S", "O", "O", "N", "C", "C", "O", "O", "H", "H", "H", "H", "H", "H", "H", "H", "H", "C", "C", "C", "C", "C", "C", "N", "N", "C", "C", "C", "C", "C", "N", "H", "H", "H", "H", "H", "H", "H", "H", "H", "Br", "C", "C", "C", "C", "C", "C", "N", "C", "C", "C", "C", "C", "C", "N", "H", "H", "H", "H", "H", "H", "H", "H", "H"],
  "positions_angstrom": [[0.040, -0.347, 0.973], [5.650, 0.685, 7.726], [4.803, 0.413, 6.513], [3.705, -0.436, 6.578], [2.922, -0.681, 5.458], [3.248, -0.070, 4.260], [4.335, 0.790, 4.171], [5.106, 1.024, 5.295], [2.296, -0.366, 2.803], [1.019, -0.969, 3.263], [3.010, -1.282, 1.924], [2.054, 0.960, 2.045], [1.408, 2.067, 2.783], [0.089, 2.595, 2.197], [-0.075, 3.808, 2.178], [-0.785, 1.720, 1.820], [5.295, 0.125, 8.590], [5.635, 1.746, 7.981], [6.690, 0.409, 7.545], [3.453, -0.908, 7.520], [2.058, -1.330, 5.506], [4.559, 1.271, 3.227], [5.954, 1.695, 5.232], [2.093, 2.912, 2.819], [1.174, 1.796, 3.822], [-5.999, -0.081, 0.544], [-5.913, -1.471, 0.554], [-4.705, -2.091, 0.817], [-3.582, -1.309, 1.064], [-3.653, 0.078, 1.039], [-4.873, 0.690, 0.791], [-2.294, -1.881, 1.293], [-2.295, -2.989, 1.846], [-0.994, -3.564, 2.015], [-0.857, -4.438, 3.078], [0.393, -4.992, 3.303], [1.432, -4.668, 2.446], [1.180, -3.797, 1.397], [-0.014, -3.252, 1.174], [-6.947, 0.398, 0.336], [-6.792, -2.069, 0.353], [-4.615, -3.169, 0.824], [-2.777, 0.689, 1.244], [-4.933, 1.770, 0.784], [-1.711, -4.646, 3.706], [0.556, -5.663, 4.135], [2.426, -5.066, 2.588], [1.980, -3.505, 0.727], [-2.858, 7.209, -2.078], [-2.433, 5.376, -1.839], [-2.241, 4.577, -2.952], [-1.926, 3.240, -2.773], [-1.805, 2.708, -1.492], [-1.975, 3.528, -0.384], [-2.295, 4.865, -0.560], [-1.459, 1.333, -1.335], [-2.134, 0.520, -2.029], [-1.754, -0.898, -2.190], [-2.452, -1.665, -3.113], [-2.007, -2.945, -3.400], [-0.867, -3.402, -2.763], [-0.255, -2.575, -1.831], [-0.689, -1.356, -1.524], [-2.322, 4.995, -3.946], [-1.732, 2.614, -3.637], [-1.819, 3.137, 0.613], [-2.406, 5.503, 0.306], [-2.998, 0.844, -2.618], [-3.319, -1.247, -3.607], [-2.529, -3.563, -4.118], [-0.458, -4.381, -2.966], [0.620, -2.922, -1.297]],
  "forces_ev_per_a": [[-0.440, 0.200, -0.590], [-0.003, 0.003, -0.007], [0.009, 0.001, 0.017], [-0.010, -0.012, 0.004], [0.020, 0.020, -0.002], [0.029, -0.060, 0.036], [0.010, -0.017, 0.006], [0.002, 0.006, -0.018], [-0.093, -0.003, -0.093], [-0.007, -0.080, 0.217], [0.054, 0.024, -0.017], [-0.256, 0.122, -0.091], [0.330, -0.056, 0.123], [-0.021, 0.127, 0.134], [-0.120, 0.004, -0.009], [0.252, -0.445, -0.053], [0.000, 0.001, -0.003], [0.000, -0.004, 0.002], [-0.003, 0.002, 0.003], [0.001, 0.003, -0.001], [-0.002, 0.004, 0.000], [-0.004, -0.001, 0.005], [-0.005, -0.002, 0.004], [-0.008, 0.018, 0.012], [-0.002, -0.009, 0.001], [0.002, -0.019, -0.016], [-0.024, 0.041, -0.003], [0.021, -0.067, 0.022], [0.051, -0.042, -0.081], [0.043, 0.077, 0.012], [0.020, -0.021, -0.014], [0.083, 0.116, 0.343], [-0.051, 0.029, -0.314], [-0.098, -0.021, 0.157], [0.030, -0.032, -0.032], [0.041, 0.008, -0.020], [-0.026, -0.017, 0.032], [-0.012, 0.006, 0.028], [0.103, 0.283, 0.174], [0.000, -0.002, 0.006], [0.001, 0.001, -0.002], [-0.003, 0.011, 0.003], [-0.007, -0.018, 0.014], [-0.010, 0.009, 0.007], [0.009, -0.020, -0.001], [-0.015, 0.003, 0.003], [0.000, 0.007, -0.002], [-0.002, -0.005, 0.010], [0.000, -0.009, 0.004], [-0.005, 0.010, 0.017], [-0.004, -0.016, -0.025], [-0.012, 0.022, -0.067], [-0.003, -0.052, 0.047], [0.056, 0.038, 0.074], [0.014, -0.036, 0.014], [-0.004, 0.093, 0.041], [-0.018, -0.052, -0.032], [-0.050, 0.057, -0.034], [-0.012, -0.016, 0.006], [0.016, 0.000, 0.015], [-0.013, 0.004, 0.022], [-0.034, -0.056, 0.056], [0.159, -0.151, -0.116], [0.002, 0.000, 0.002], [-0.001, 0.018, 0.008], [0.010, -0.034, -0.024], [-0.009, 0.003, -0.004], [0.015, -0.002, -0.003], [-0.001, -0.003, 0.000], [0.003, -0.001, 0.000], [0.000, 0.006, -0.004], [-0.001, 0.006, -0.008]],
  "total_energy_ev": -132468.4511,
  "homo_ev": -8.01,
  "gap_ev": 6.9,
  "total_charge": 0,
  "e_above_lowest_ev": 0.029,
  "lumo_ev": -1.15
}